1.
12
Properties=species:S:1:pos:R:3:forces:R:3:nbo_charge:R:1 method="wB97M-V/def2-TZVPD" energy_ha=-451.67907 e_above_lowest_kj_mol=789.4 total_charge=0 fmax_ha_per_bohr=0.15406
O 2.17015 -1.01804 -0.11547 -1.407 -0.134 -0.911 -0.462
O -0.51548 -2.31363 -0.11994 -2.499 0.937 -1.194 -0.645
O -2.31041 -0.35360 0.03750 -1.778 0.698 -1.372 -0.519
N -0.51718 1.21089 -0.25985 0.089 3.762 0.764 -0.660
N -0.11193 -0.90441 0.78258 -1.919 -2.518 -7.262 -0.175
C -1.21403 0.03915 -0.04476 2.466 0.139 4.507 0.780
C 0.91564 0.90436 0.05003 1.307 7.556 -0.288 -0.348
C 1.09973 -0.47367 -0.01160 0.584 -3.758 4.894 0.601
H -1.52318 -2.27890 -0.89949 4.379 0.794 4.030 0.481
H 1.76647 1.27560 -0.70477 -2.228 0.193 1.434 0.248
H -0.83076 2.43455 0.14496 0.612 -5.498 -1.920 0.452
H 1.07099 1.47770 1.14081 0.395 -2.171 -2.682 0.247

=====

2.
23
Properties=species:S:1:pos:R:3:forces:R:3:nbo_charge:R:1 method="wB97M-V/def2-TZVPD" energy_ha=-380.14116 e_above_lowest_kj_mol=252.2 total_charge=+1 fmax_ha_per_bohr=0.02054
N -1.74107 -0.79094 0.42918 0.426 0.138 0.176 -0.637
N 2.84190 2.04897 1.16898 0.046 -0.099 0.115 -0.758
N -2.25774 -0.46051 -1.92851 0.850 0.191 0.321 -0.829
N 2.07955 -1.16246 -0.50646 -0.681 -0.059 0.027 -0.667
C 2.08211 0.29566 -0.28038 -0.058 -0.134 -0.032 -0.247
C -2.96470 -0.16523 0.94217 -0.005 0.064 -0.054 -0.431
C -1.33411 -0.19838 -0.84331 -0.949 0.410 -0.216 -0.033
C 2.77407 0.76690 0.76577 -0.112 0.218 0.082 0.066
H -0.36905 -0.58831 -1.16100 0.171 -0.167 0.105 0.116
H 3.38308 2.28997 1.98058 -0.059 0.002 -0.060 0.418
H -2.38576 -1.46025 -1.98422 -0.482 -0.054 -0.132 0.366
H -3.07315 -0.39438 1.99912 -0.030 -0.084 -0.002 0.217
H 1.11621 -1.52372 -0.47128 0.067 0.000 0.316 0.440
H 3.33372 0.07906 1.39364 0.121 0.002 -0.096 0.206
H -3.12759 0.03188 -1.79123 -0.156 -0.211 -0.082 0.372
H -3.83893 -0.54788 0.42145 -0.020 -0.055 0.000 0.205
H -1.01420 -0.57716 1.10813 0.024 -0.150 0.003 0.338
H -1.23730 0.89374 -0.73761 0.057 0.000 -0.168 0.156
H 2.27596 2.77308 0.76223 0.049 -0.019 -0.087 0.411
H 1.40495 0.84035 -0.91609 0.146 0.089 -0.086 0.237
H -2.95463 0.93004 0.83236 0.008 -0.043 0.001 0.169
H 2.60802 -1.60668 0.24713 0.075 -0.280 -0.334 0.442
H 2.39865 -1.47376 -1.43068 0.515 0.244 0.201 0.441

=====

3.
75
Properties=species:S:1:pos:R:3:forces:R:3:mulliken_charge:R:1 method="wB97M-V/def2-TZVPD" energy_ha=-3653.31268 e_above_lowest_kj_mol=241.5 total_charge=+3 fmax_ha_per_bohr=0.12387
Ti 8.43460 10.90838 13.64408 0.943 -0.075 -1.178 -0.452
S 9.63337 8.14372 10.82038 -0.187 -0.052 0.224 -0.335
F 6.80440 9.94672 10.25881 -0.214 0.227 -0.792 -0.472
F 9.75697 13.98630 8.10183 -0.697 -0.664 0.414 -0.272
F 6.97329 10.21068 7.51601 1.043 0.935 1.055 -0.278
F 9.28454 13.94458 10.68230 0.323 0.331 0.537 -0.346
F 8.72800 12.11506 6.38255 -0.347 -0.414 1.866 -0.221
O 8.09539 11.68922 11.84149 0.327 -1.321 6.222 0.628
N 6.20621 11.60191 13.65616 0.503 -0.354 0.576 0.105
N 8.45795 12.73079 14.58050 0.783 -0.116 -0.106 1.164
N 7.54042 9.14272 12.71177 -1.518 -0.884 0.158 0.087
N 12.61108 11.53856 12.38750 -0.816 1.294 -0.394 0.046
N 5.62919 10.06101 16.98283 0.114 0.044 -0.645 -0.049
N 9.75187 8.95692 14.48089 0.266 0.013 0.228 1.549
N 7.89872 14.83998 14.21740 -0.654 -0.698 -0.307 -0.020
N 7.51475 10.32163 15.75443 -1.038 -0.270 0.272 1.234
N 11.46770 6.75855 14.87692 -0.277 1.024 -0.290 -0.477
N 12.70069 10.38368 13.06464 -1.805 0.418 0.138 -0.574
N 7.79272 7.73242 12.63916 -1.140 -0.546 1.621 -0.393
N 10.55453 11.15460 13.00792 -0.018 -0.727 0.854 0.387
N 8.39920 5.83157 11.48237 0.359 0.971 1.135 -0.448
C 9.48612 13.56202 15.13665 -1.005 0.620 -0.353 0.418
C 5.35476 11.15559 14.77287 0.065 0.306 0.230 -1.187
C 6.66563 9.68701 17.83140 0.949 0.036 -0.155 0.126
C 8.60055 7.17314 11.69391 0.405 0.032 -1.253 0.415
C 7.49352 10.96539 9.67916 0.959 1.298 1.413 -0.130
C 11.89413 7.91644 14.35076 -0.388 -1.049 0.350 -0.698
C 10.18982 6.73350 15.24888 0.389 -0.180 0.237 -0.743
C 9.35322 7.82597 15.09786 -0.552 0.851 0.013 -0.903
C 9.14819 9.51118 19.07203 -0.225 0.096 -0.571 -1.108
C 8.76325 12.97301 9.93659 -0.788 -1.388 1.541 -0.491
C 10.88795 15.56001 16.39988 -0.193 0.674 -0.603 -0.650
C 11.33008 12.01257 12.34112 1.289 -0.624 0.235 -0.589
C 8.98731 12.99291 8.59601 1.246 0.566 -2.182 0.537
C 11.43404 10.17153 13.43016 2.214 1.184 -1.117 -0.331
C 7.67460 11.07702 8.31637 -1.092 -1.834 -2.173 0.327
C 8.53062 12.00076 7.70930 -0.626 0.928 0.317 0.216
C 6.25588 13.05971 13.46402 0.881 0.321 -0.279 -1.580
C 8.08571 11.89175 10.60043 0.359 0.252 -6.141 0.637
C 7.97814 9.44782 19.81633 -1.589 -0.294 -0.668 -0.512
C 10.53559 13.21464 15.95724 0.550 -0.510 0.647 0.033
C 7.86395 9.79922 17.07140 -1.283 1.243 -0.367 -0.315
C 6.69504 9.48282 19.20327 0.913 -0.302 0.841 -0.975
C 11.05396 8.99913 14.13330 -1.437 -0.921 0.364 0.124
C 9.11252 14.91558 14.89363 0.905 -1.365 1.320 0.067
C 9.08967 9.73887 17.69444 1.378 -0.075 -0.379 0.374
C 9.82185 15.91374 15.56194 -0.205 0.680 -0.446 -0.802
C 7.54546 13.53654 14.08823 -0.310 1.978 -0.269 0.566
C 6.18916 10.47808 15.81207 0.048 -0.359 0.923 0.095
C 11.27011 14.24050 16.59339 0.031 -1.262 -0.309 -0.812
H 10.08293 9.37040 19.59134 0.213 0.278 -0.128 0.471
H 13.46570 12.01542 12.03639 -0.887 -0.609 0.245 0.276
H 12.14553 13.98061 17.22098 -0.810 0.251 -0.387 0.447
H 10.68564 12.13635 16.16372 0.240 0.825 -0.060 0.158
H 7.12379 7.14797 13.16032 0.444 0.582 -0.528 0.293
H 5.80670 9.32337 19.82850 0.317 0.365 -0.452 0.418
H 9.10651 5.31802 10.96685 -0.050 0.353 -0.078 0.306
H 8.35989 7.82818 15.54410 0.138 -0.121 -0.383 0.610
H 12.91384 7.92264 14.05774 0.778 0.312 -0.258 0.594
H 5.40788 13.59522 13.91312 0.089 -0.241 -0.258 0.722
H 11.43887 16.37448 16.87288 -0.162 -0.325 -0.043 0.424
H 11.01303 12.92406 11.84762 0.121 -0.125 0.091 0.660
H 6.51659 9.23952 12.93927 1.149 -0.513 -0.422 0.331
H 9.84475 5.81585 15.71742 -0.108 0.151 -0.043 0.466
H 8.08630 5.33999 12.30981 -0.254 -0.378 -0.253 0.234
H 4.60642 10.44338 14.41067 -0.189 0.337 0.021 0.474
H 7.33983 15.60883 13.86349 0.150 -0.005 0.194 0.289
H 9.56145 16.96970 15.41325 0.119 -0.478 0.203 0.436
H 9.99786 9.92648 17.08192 -0.570 -0.330 0.688 0.231
H 4.62945 9.95883 17.19741 0.705 0.345 -0.222 0.318
H 5.84569 11.20054 12.81623 -0.270 -0.080 -0.766 0.469
H 8.02114 9.37412 20.89176 0.051 -0.203 0.065 0.442
H 7.61169 9.42213 11.73394 0.089 0.233 -0.398 0.032
H 6.29689 13.22368 12.37805 -0.157 0.324 0.371 0.456
H 4.86917 12.07142 15.18355 0.017 -0.987 0.046 0.470

=====

4.
18
Properties=species:S:1:pos:R:3:forces:R:3:nbo_charge:R:1 method="wB97M-V/def2-TZVPD" energy_ha=-268.98953 e_above_lowest_kj_mol=168.2 total_charge=-1 multiplicity=2 fmax_ha_per_bohr=0.05647
N -0.65136 -1.00837 0.42670 1.386 -0.282 -0.181 -0.940
N 0.55087 -3.17105 0.63659 0.255 -1.042 0.401 -0.961
C 0.61268 -1.72285 0.61907 -0.968 0.437 0.597 -0.423
C -0.11492 2.16781 0.71687 -0.396 -2.333 -0.393 -0.697
C -0.44998 2.13289 -1.76695 -0.826 -1.308 0.092 -0.569
C 0.15361 1.64144 -0.66367 0.425 2.363 -1.633 -0.227
H 1.24999 -1.42747 -0.21146 0.383 0.368 0.174 0.134
H -1.36253 -1.18432 1.12259 -0.133 -0.283 -0.546 0.357
H 0.97406 -1.39070 1.60305 0.400 0.064 -0.443 0.140
H -1.03420 2.73971 0.70153 0.264 0.706 0.256 0.202
H -0.85193 -1.03499 -0.56658 -1.004 -0.042 0.256 0.346
H -1.51229 2.38688 -1.81704 0.289 0.773 0.706 0.170
H 1.25537 -3.61495 0.05101 -0.053 0.294 -0.052 0.317
H -0.11809 1.99688 -2.78706 0.558 -0.514 0.026 0.172
H 1.13014 1.19899 -0.83431 -0.017 -0.231 0.274 0.183
H 0.82765 2.58415 1.06962 -0.371 0.679 0.240 0.208
H -0.33589 -3.56806 0.38826 -0.336 0.215 -0.175 0.352
H -0.32316 1.27399 1.31176 0.143 0.134 0.401 0.234

=====

5.
21
Properties=species:S:1:pos:R:3:forces:R:3:nbo_charge:R:1 method="wB97M-V/def2-TZVPD" energy_ha=-312.21203 e_above_lowest_kj_mol=112.9 total_charge=0 smiles="C/C=C/CCC.O" fmax_ha_per_bohr=0.02965
O 2.25003 -1.27158 -2.82962 0.169 -0.406 0.209 -0.943
C -0.92309 -0.16648 3.33335 0.251 0.098 -0.268 -0.637
C 1.03474 1.36587 -0.85594 0.987 0.049 1.161 -0.632
C -1.29011 -0.04070 1.87818 -0.052 -0.616 0.635 -0.175
C -0.55848 -0.54882 0.89788 -0.275 0.022 -0.325 -0.198
C -0.41327 1.01639 -1.10650 -0.326 -0.192 0.793 -0.389
C -0.84550 -0.37177 -0.56427 0.598 0.233 -0.970 -0.436
H -0.71555 0.83390 3.71722 -0.054 -0.027 0.255 0.213
H 1.32595 1.47448 0.19533 -0.917 0.085 0.384 0.219
H 1.71261 -0.59908 -2.40557 -0.065 0.145 -0.230 0.470
H -1.69728 -0.62703 3.95138 -0.081 0.121 -0.143 0.214
H 2.28130 -1.07299 -3.76587 -0.103 0.181 -0.111 0.471
H 1.74166 0.55393 -1.04132 0.058 0.182 -0.958 0.191
H -0.01470 -0.76057 3.44308 0.008 0.027 0.018 0.209
H -0.27928 -1.12098 -1.12926 -0.040 -0.098 0.078 0.201
H 0.34707 -1.11336 1.12499 -0.096 0.217 0.148 0.197
H 1.34467 2.34220 -1.23546 0.042 -0.384 -0.669 0.220
H -1.02520 1.74416 -0.56048 -0.065 0.107 -0.390 0.202
H -1.87961 -0.50056 -0.89568 -0.115 -0.118 0.577 0.214
H -0.65922 1.04847 -2.17162 0.038 0.186 0.069 0.200
H -2.24037 0.44493 1.68398 0.041 0.187 -0.263 0.190

=====

6.
19
Properties=species:S:1:pos:R:3:forces:R:3:nbo_charge:R:1 method="wB97M-V/def2-TZVPD" energy_ha=-1218.22390 e_above_lowest_kj_mol=0.0 total_charge=0 multiplicity=3 fmax_ha_per_bohr=0.08466
S 2.52090 1.25947 -0.44990 -0.318 0.900 -1.414 1.003
S 1.63060 -1.80369 -0.52892 -2.096 0.965 -0.265 0.918
O 2.50606 -2.63549 0.28531 1.277 -1.147 1.049 -0.787
O 3.34149 1.22637 0.77022 0.215 -0.232 1.042 -0.806
C -1.53338 1.06275 -0.71150 -0.685 0.467 -0.935 -0.494
C -1.04810 -1.36160 -0.10316 -1.794 -3.711 1.400 -0.234
C 0.81897 1.06381 -0.07406 0.269 -1.035 0.257 -0.278
C -1.83527 -0.42438 -0.56171 0.007 2.662 -0.422 -0.152
C -0.10261 1.38006 -0.93958 -0.662 0.496 -1.231 -0.143
C 0.40510 0.21063 1.07401 1.028 1.918 0.571 -0.489
C 0.18570 -1.22926 0.66171 3.209 0.481 -0.097 -0.414
H -2.85219 -0.55169 -0.82076 -0.777 -1.117 -0.529 0.214
H 1.34050 0.41037 1.65470 -1.323 -0.954 1.138 0.260
H -1.51933 -2.40225 -0.08424 0.790 1.338 -0.128 0.226
H -1.77232 1.58054 0.22976 -0.606 0.037 -0.278 0.234
H 0.14331 1.85802 -1.84447 0.348 0.770 -1.068 0.208
H -2.15971 1.51104 -1.57963 0.876 -0.791 1.640 0.231
H -0.58295 0.64388 1.44731 1.645 -0.616 0.358 0.231
H 0.51325 -1.79858 1.57492 -1.404 -0.430 -1.089 0.273